No. 1
Formula: C13H7Cl4O4
Source: the Open Molecules 2025 dataset
Level of theory: the ωB97M-V functional and the def2-TZVPD basis

The spin multiplicity is 1. As for the net charge: -1. Its energy above the lowest of the compared OMol25 structures with the same formula, charge and spin is 8.7 kcal/mol.

Last column: Mulliken charge in e.
CARTESIAN COORDINATES (ANGSTROEM)
Cl  2.6981  -1.4490  3.3185  -0.1591
C  1.2711  -0.5355  3.1774  0.5117
C  1.2792  0.7966  2.8879  0.1616
Cl  2.7224  1.6653  2.6321  -0.1637
C  0.0242  1.5919  2.7569  0.3940
O  0.0266  2.8116  2.6050  -0.6377
C  -1.2309  0.7873  2.7702  0.1561
Cl  -2.6523  1.6469  2.3886  -0.1593
C  -1.2351  -0.5469  3.0491  0.4713
Cl  -2.6602  -1.4776  3.0381  -0.1658
C  0.0068  -1.2890  3.4130  0.1513
O  -0.0136  -2.4126  3.8989  -0.6036
C  -0.5066  2.4657  -2.9607  -0.8976
O  -0.2675  1.6994  -1.7670  -0.3226
C  -0.0556  0.3572  -1.9171  0.6330
C  -0.0489  -0.3017  -3.1691  -0.5125
C  0.1738  -1.6832  -3.1826  -0.4807
C  0.3837  -2.4025  -2.0277  -0.6879
C  0.3914  -1.7807  -0.6995  -0.1453
O  0.5750  -2.3969  0.3771  -0.7600
C  0.1583  -0.3520  -0.7381  -0.0042
H  -0.6542  3.4884  -2.6159  0.2171
H  0.3529  2.4152  -3.6415  0.3487
H  -1.4023  2.1091  -3.4856  0.3521
H  -0.2160  0.2633  -4.0903  0.2586
H  0.1778  -2.1870  -4.1485  0.2935
H  0.5518  -3.4742  -2.0670  0.3441
H  0.1501  0.1907  0.1978  0.4068

Forces on the atoms, in the same order (eV/Å):
-0.0227 0.0640 0.0237
0.2966 1.0607 -0.3515
-0.0198 -1.1141 0.2817
0.0974 0.0268 0.0284
0.1008 1.3149 -0.3344
-0.0265 -2.0745 0.3351
-0.0695 -1.1592 0.2437
-0.0748 0.0008 0.0206
-0.2329 1.1001 -0.3180
-0.0133 0.0509 0.0264
0.0132 -1.4221 0.4012
0.0072 1.9216 -0.7369
0.1706 -0.5965 0.7559
-0.2267 0.9474 -0.7976
0.1847 -1.3019 -0.2440
-0.1467 0.9463 0.1909
0.0098 0.1241 0.2473
0.0612 -0.0227 0.7025
-0.2886 1.0270 -1.3429
0.0691 -0.3181 0.6495
0.0117 -0.3268 -0.4120
-0.0003 -0.0334 -0.0857
-0.1111 0.0292 0.0973
0.1110 0.0671 0.0778
0.0824 -0.3642 0.2925
0.0141 -0.0299 0.1498
-0.0005 0.0118 -0.0061
0.0035 0.0703 0.1047

No. 2
Formula: C4H8N2
Source: the Open Molecules 2025 dataset
Level of theory: the ωB97M-V functional and the def2-TZVPD basis

The spin multiplicity is 1. Its energy above the lowest of the compared OMol25 structures with the same formula, charge and spin is 124.1 kcal/mol.

Last column: Mulliken charge in e.
CARTESIAN COORDINATES (ANGSTROEM)
C  1.8830  0.3060  -0.3561  -1.0157
C  0.5055  0.5294  0.0214  0.0686
N  -0.3842  -0.2091  -0.6774  -0.5592
C  -1.7536  -0.1903  -0.2104  -0.3981
C  -1.9164  -0.1325  1.2620  0.3443
N  -1.9660  -0.0542  2.4161  -0.4333
H  2.6883  0.6599  0.2837  0.3222
H  2.0896  0.1760  -1.4146  0.3815
H  1.5203  -1.4670  -0.2779  0.0710
H  0.3414  0.7654  1.0815  0.4317
H  0.8597  1.5426  -0.4932  0.1655
H  0.6902  -1.5052  -0.4244  0.0548
H  -2.2617  -1.0883  -0.5772  0.3051
H  -2.2962  0.6673  -0.6336  0.2616

Forces on the atoms, in the same order (eV/Å):
-0.0931 0.2164 -0.0605
0.0659 -0.3512 0.1425
0.1055 0.1068 0.1456
-0.1980 0.0101 -0.0712
0.0114 0.0787 1.0036
0.0258 -0.0880 -1.1523
-0.1185 -0.0553 -0.0835
-0.0187 -0.0198 0.1625
-0.1244 -0.0498 -0.0108
0.0136 0.0189 -0.1517
0.1188 0.0374 -0.0719
0.1260 0.0949 -0.0188
0.0839 0.1255 0.0851
0.0017 -0.1246 0.0813

No. 3
Formula: C44H48FGeN3OPdSSi
Source: the Open Molecules 2025 dataset
Level of theory: the ωB97M-V functional and the def2-TZVPD basis

The spin multiplicity is 2. As for the net charge: +1. Its energy above the lowest of the compared OMol25 structures with the same formula, charge and spin is 0.0 kcal/mol.

Last column: Löwdin spin population.
CARTESIAN COORDINATES (ANGSTROEM)
Pd  0.4374  -0.2399  0.2651  0.0478
C  6.0657  0.5910  -1.2484  0.0006
C  5.6425  1.0894  0.1308  0.0010
N  4.6091  2.1189  0.0526  0.0021
C  5.0782  3.5046  -0.0017  0.0002
C  5.2202  4.1014  1.3931  0.0002
C  3.2994  1.8578  -0.0081  0.0024
S  2.8297  0.1754  -0.0860  0.0283
N  2.4785  2.8914  -0.0385  0.0001
C  1.1566  2.8514  -0.2030  0.0002
O  0.4693  1.8306  -0.4804  0.0006
C  0.4631  4.1570  -0.0867  0.0002
C  1.1742  5.3382  0.1270  0.0001
C  0.5026  6.5452  0.2104  0.0000
C  -0.8805  6.5844  0.0888  0.0000
C  -1.5928  5.4135  -0.1302  0.0000
C  -0.9233  4.2059  -0.2272  0.0000
H  6.8262  -0.1831  -1.1470  0.0000
H  6.4743  1.4037  -1.8500  0.0000
H  5.2095  0.1709  -1.7759  0.0004
H  6.4949  1.5275  0.6508  0.0000
H  5.2704  0.2601  0.7280  0.0005
H  4.3692  4.0813  -0.5888  0.0000
H  6.0390  3.5069  -0.5180  0.0000
H  4.2536  4.1100  1.8968  0.0000
H  5.5907  5.1242  1.3268  0.0000
H  5.9209  3.5218  1.9955  0.0000
H  2.2486  5.2920  0.2212  0.0000
H  1.0614  7.4582  0.3675  0.0000
H  -1.4025  7.5298  0.1588  0.0000
H  -2.6698  5.4415  -0.2323  0.0000
H  -1.4627  3.2896  -0.4297  0.0000
C  -2.7934  1.2982  1.2377  -0.0047
Ge  -2.0026  0.2169  -0.2368  -0.0239
C  -2.5274  1.2024  -1.8806  -0.0040
C  -3.8958  1.3112  -2.1014  -0.0010
C  -4.3632  2.0321  -3.1899  -0.0003
C  -3.4682  2.6293  -4.0674  0.0000
C  -2.1031  2.5129  -3.8533  0.0000
C  -1.6314  1.7985  -2.7595  -0.0002
C  -3.1640  -1.4103  -0.3190  -0.0034
C  -4.1036  -1.6124  0.6626  0.0004
C  -4.8880  -2.7788  0.7068  -0.0009
C  -4.7093  -3.7633  -0.2224  -0.0003
C  -3.7813  -3.5926  -1.2756  0.0001
C  -3.6204  -4.5699  -2.2842  0.0018
C  -2.7927  -4.3491  -3.3509  0.0007
C  -2.0738  -3.1438  -3.4447  0.0016
C  -2.1761  -2.1995  -2.4588  0.0011
C  -3.0210  -2.3923  -1.3425  -0.0007
H  -3.8454  1.4539  0.9978  -0.0008
H  -2.3100  2.2733  1.2878  0.0000
H  -2.7092  0.8215  2.2142  0.0000
H  -4.5978  0.8318  -1.4271  -0.0001
H  -5.4294  2.1252  -3.3513  0.0000
H  -3.8372  3.1815  -4.9217  0.0000
H  -1.4030  2.9780  -4.5352  0.0000
H  -0.5655  1.7196  -2.5803  -0.0001
H  -4.2571  -0.8564  1.4244  -0.0002
H  -5.6334  -2.8888  1.4848  0.0000
H  -5.2886  -4.6780  -0.1753  -0.0001
H  -4.1878  -5.4906  -2.2153  0.0001
H  -2.6929  -5.0960  -4.1277  0.0000
H  -1.4457  -2.9670  -4.3090  0.0000
H  -1.6442  -1.2603  -2.5535  -0.0004
F  0.5347  0.6980  6.3622  -0.0001
C  0.6158  0.5505  5.0358  -0.0001
C  1.2741  -0.5566  4.5302  0.0005
C  1.3405  -0.7200  3.1554  -0.0014
C  0.7659  0.2338  2.3406  -0.0129
C  0.1352  1.3512  2.8445  -0.0023
C  0.0448  1.5104  4.2206  0.0002
H  1.7223  -1.2699  5.2078  -0.0001
H  1.8424  -1.5869  2.7452  -0.0004
H  -0.2707  2.1132  2.1899  -0.0002
H  -0.4597  2.3599  4.6596  0.0000
C  3.0104  -2.9943  -0.0507  0.0175
Si  1.3068  -2.9063  -0.8865  0.0328
C  1.0351  -4.5734  -1.7274  0.0008
C  1.1931  -1.6122  -2.2831  0.0035
N  0.2166  -2.3856  0.3909  0.3659
C  -0.4741  -3.0757  1.2923  0.0644
C  -0.5270  -4.5040  1.2586  0.1346
C  -1.2270  -5.2038  2.2031  -0.0023
C  -1.8874  -4.5333  3.2382  0.1980
C  -1.8237  -3.1426  3.3200  -0.0048
C  -1.1530  -2.4210  2.3665  0.1417
H  3.2825  -4.0343  0.1357  0.0012
H  3.0302  -2.4582  0.8981  -0.0001
H  3.7718  -2.5518  -0.6937  0.0014
H  1.5543  -4.5636  -2.6881  0.0000
H  -0.0156  -4.7880  -1.9191  -0.0001
H  1.4502  -5.3952  -1.1406  -0.0002
H  2.1881  -1.2312  -2.5106  0.0002
H  0.5619  -0.7408  -2.0587  -0.0007
H  0.7950  -2.0796  -3.1847  0.0002
H  -0.0010  -5.0212  0.4683  0.0056
H  -1.2565  -6.2840  2.1525  -0.0036
H  -2.4450  -5.0970  3.9739  0.0101
H  -2.3200  -2.6315  4.1347  -0.0037
H  -1.1022  -1.3429  2.4240  0.0045

Forces on the atoms, in the same order (eV/Å):
0.5482 1.2883 0.2959
-0.0570 0.0825 0.0999
0.0292 -0.1600 -0.1843
-0.2504 0.0047 -0.0811
0.0272 0.2190 0.1283
-0.0274 -0.0664 -0.0882
-0.2235 -0.7946 -0.1373
0.7192 -0.2794 0.6072
-0.5329 0.8651 0.3412
1.3159 -0.1985 0.1957
-1.2230 -0.9970 0.4319
-0.2278 0.1123 -0.1780
-0.0384 -0.0796 0.0131
0.0322 0.0045 0.0256
-0.0095 -0.0026 -0.0044
-0.0534 0.0187 0.0112
0.0665 -0.0861 0.0051
0.0172 0.0193 -0.0232
0.0241 -0.0148 -0.0074
0.0127 -0.0261 -0.0096
-0.0482 0.0300 0.0389
-0.0025 0.0302 0.0662
0.0721 -0.0043 -0.0416
-0.0201 -0.0556 -0.0326
-0.0021 0.0112 -0.0013
0.0115 -0.0002 0.0184
0.0039 0.0244 0.0268
0.0334 0.0098 0.0064
-0.0223 0.0088 0.0144
0.0007 0.0008 -0.0049
0.0005 0.0122 -0.0197
0.0072 0.1066 -0.0302
0.6233 -0.1171 -0.0314
-1.7545 -0.3104 0.2713
0.9816 -0.1948 0.3071
-0.0004 -0.0501 0.1026
-0.0532 0.0137 -0.0203
-0.0289 0.0114 -0.0105
0.0491 -0.0501 -0.0096
-0.0071 0.0411 -0.1172
0.5362 0.1840 0.2609
0.2829 0.2972 0.0025
-0.1997 -0.2430 -0.0344
-0.0309 0.0477 0.1909
0.1350 0.1996 -0.0473
0.0250 -0.0545 -0.1750
-0.0630 -0.1598 0.1245
0.0922 0.1284 0.0616
0.1173 -0.0495 -0.1095
-0.1241 -0.1625 0.0093
-0.0037 -0.0752 -0.1036
-0.0569 -0.0333 0.0079
-0.0184 -0.0301 -0.0271
-0.0361 0.0087 -0.0382
0.0033 -0.0100 -0.0272
-0.0055 0.0168 0.0126
-0.0097 0.0016 -0.0098
-0.0598 0.0452 -0.0563
0.0302 -0.0823 0.0607
0.0288 -0.0285 0.0013
-0.0098 0.0150 -0.0213
-0.0166 0.0186 0.0042
-0.0199 0.0056 0.0015
0.0077 0.0367 0.0096
0.0175 -0.0404 -0.0491
-0.0163 0.0148 0.0845
-0.0196 0.0037 -0.1033
-0.0514 0.1735 0.0799
0.3168 -0.1804 -0.3872
-0.4178 -0.4882 -1.0013
0.0428 0.2691 -0.6292
0.1355 -0.1477 0.1765
-0.0013 -0.0308 -0.0250
-0.0395 0.0245 -0.0109
-0.0548 -0.0853 0.0339
0.0332 0.0442 -0.0339
-0.4178 0.0462 -0.1527
1.1876 -0.5358 -1.1777
-0.2290 0.1241 0.4557
0.0304 -0.2139 0.4484
-0.7669 1.3885 0.4641
0.0470 0.0629 0.1778
0.0908 -0.0308 -0.1489
0.0235 -0.0997 0.0007
0.0283 -0.0793 -0.0448
-0.0902 0.0950 0.0010
-0.1187 0.0207 -0.0308
-0.0601 -0.0256 -0.0055
0.0649 0.0135 -0.0228
0.0362 -0.0241 0.0136
0.0284 0.0938 0.0134
-0.1014 0.0191 -0.1012
0.0058 -0.0005 -0.0212
0.0181 0.0725 0.0482
0.0306 0.0518 -0.1709
-0.1567 -0.0219 0.0828
-0.0754 -0.0346 0.0358
-0.0324 0.0093 0.0033
0.0245 0.0128 0.0221
-0.0022 0.0261 -0.0304
-0.1085 -0.0303 -0.0674

No. 4
Formula: C6H7FO
Source: the Open Molecules 2025 dataset
Level of theory: the ωB97M-V functional and the def2-TZVPD basis

The spin multiplicity is 1. Its SMILES is C=C[C@H](C=O)/C=C\F. Its energy above the lowest of the compared OMol25 structures with the same formula, charge and spin is 41.7 kcal/mol.

Last column: Mulliken charge in e.
CARTESIAN COORDINATES (ANGSTROEM)
C  -2.0253  -1.0058  -0.1596  -0.7257
C  -1.1017  -0.1910  0.4085  -0.2412
C  0.3670  -0.2979  0.1178  0.4034
C  1.0078  -1.0550  1.3083  -0.0943
O  1.8515  -0.5578  1.9995  -0.4629
C  1.0253  1.0654  -0.1344  -0.6657
C  0.9066  1.6657  -1.2843  -0.1770
F  0.2929  1.1995  -2.3406  -0.2364
H  -1.7631  -1.5881  -1.0383  0.2714
H  -3.0712  -0.9868  0.1773  0.2565
H  -1.3841  0.5207  1.2036  0.3061
H  0.5138  -0.8261  -0.8436  0.3397
H  0.6745  -2.1461  1.4369  0.3215
H  1.6150  1.4849  0.6796  0.3559
H  1.0911  2.7184  -1.5307  0.3487

Forces on the atoms, in the same order (eV/Å):
0.5952 1.4724 0.6624
-1.3111 -0.9331 -0.1587
0.6299 0.6164 -0.6522
0.2063 -0.5692 -1.0043
-0.2304 -0.2106 0.2281
-0.0980 -1.3935 1.4591
0.2992 2.8525 0.0329
-1.1513 -1.6356 -1.2702
-0.0416 -0.2579 0.2997
0.5308 0.0174 -0.3179
0.1007 -0.5008 -0.3466
-0.1811 -0.5103 0.6863
0.1447 1.1699 -0.0085
-0.3261 0.2335 -0.3035
0.8328 -0.3512 0.6932

Copy entry 2 word for word.
Formula: C4H8N2
Source: the Open Molecules 2025 dataset
Level of theory: the ωB97M-V functional and the def2-TZVPD basis

The spin multiplicity is 1. Its energy above the lowest of the compared OMol25 structures with the same formula, charge and spin is 124.1 kcal/mol.

Last column: Mulliken charge in e.
CARTESIAN COORDINATES (ANGSTROEM)
C  1.8830  0.3060  -0.3561  -1.0157
C  0.5055  0.5294  0.0214  0.0686
N  -0.3842  -0.2091  -0.6774  -0.5592
C  -1.7536  -0.1903  -0.2104  -0.3981
C  -1.9164  -0.1325  1.2620  0.3443
N  -1.9660  -0.0542  2.4161  -0.4333
H  2.6883  0.6599  0.2837  0.3222
H  2.0896  0.1760  -1.4146  0.3815
H  1.5203  -1.4670  -0.2779  0.0710
H  0.3414  0.7654  1.0815  0.4317
H  0.8597  1.5426  -0.4932  0.1655
H  0.6902  -1.5052  -0.4244  0.0548
H  -2.2617  -1.0883  -0.5772  0.3051
H  -2.2962  0.6673  -0.6336  0.2616

Forces on the atoms, in the same order (eV/Å):
-0.0931 0.2164 -0.0605
0.0659 -0.3512 0.1425
0.1055 0.1068 0.1456
-0.1980 0.0101 -0.0712
0.0114 0.0787 1.0036
0.0258 -0.0880 -1.1523
-0.1185 -0.0553 -0.0835
-0.0187 -0.0198 0.1625
-0.1244 -0.0498 -0.0108
0.0136 0.0189 -0.1517
0.1188 0.0374 -0.0719
0.1260 0.0949 -0.0188
0.0839 0.1255 0.0851
0.0017 -0.1246 0.0813